27
Properties=species:S:1:pos:R:3 method="wB97M-V/def2-TZVPD" smiles=CCc1ccccc1.CCO e_tot_ev=-12674.7112 homo_lumo_gap_ha=0.363 homo_energy_ev=-9.01
C 2.6366 -2.6633 -2.0057
C 2.3782 -2.1542 -0.5956
O 2.4756 -1.4450 -2.7715
H 3.7310 -2.8741 -2.1077
H 2.1216 -3.5984 -2.1675
H 3.0888 -1.5546 0.0602
H 2.2334 -1.4850 -3.6912
H 2.2282 -2.8979 0.1072
H 1.3325 -1.7830 -0.5481
C 0.8113 1.0573 1.4546
C 0.8851 0.2396 2.7324
C -0.6160 1.1462 0.8741
C -1.5123 2.1527 1.0022
C -1.0731 0.0974 0.0586
C -2.8316 2.0459 0.5205
C -2.2793 -0.0079 -0.5130
C -3.1539 1.0107 -0.3520
H 1.3187 2.0161 1.7880
H 1.5125 0.6715 0.7688
H 1.8683 -0.2101 3.0043
H -1.2957 3.1052 1.4590
H -0.3101 -0.7290 -0.2711
H -3.5124 2.9703 0.6933
H -2.5581 -0.7724 -1.2619
H -4.0446 0.8830 -0.9223
H 0.2809 -0.6594 2.6812
H 0.7299 0.9319 3.5222